(1)
The following is a quantum chemistry calculation of a molecular structure, C21H22Co2NO6 in a non-equilibrium geometry, from OMol25.

```
52
Properties=species:S:1:pos:R:3:forces:R:3
O -0.982 4.447 3.722 0.5 -0.5 -0.2
C -0.458 3.447 3.483 -1.3 0.9 0.6
Co 0.314 1.914 3.185 -0.2 1.0 0.5
C 1.194 2.113 4.699 1.8 -0.1 0.1
O 1.853 2.254 5.636 -0.8 -0.1 -0.4
C -0.791 0.551 3.345 -0.9 -1.6 -1.2
O -1.485 -0.371 3.286 0.6 0.9 0.5
C 1.748 1.311 2.037 0.2 -2.2 2.9
C 1.528 0.643 0.837 1.7 -2.9 0.4
C 1.790 -0.501 0.145 1.0 1.2 0.0
C 1.510 -1.891 0.616 0.1 -1.0 0.6
C 2.474 -2.771 1.168 -0.4 0.4 -0.1
C 2.168 -4.106 1.453 -0.1 0.1 -0.3
C 0.913 -4.621 1.136 -0.2 0.2 -0.1
C -0.093 -3.758 0.687 0.5 0.4 0.2
C 0.197 -2.405 0.457 0.4 0.2 -0.1
Co 0.957 2.408 0.839 0.5 4.6 -1.6
C 0.620 4.140 1.008 0.2 1.7 0.7
O 0.500 5.289 1.061 -0.1 -1.3 -0.3
C -0.762 2.051 0.979 -2.8 -1.3 -1.6
O -1.899 1.837 0.801 1.3 0.5 0.8
C 2.189 2.999 -0.242 0.6 0.3 -1.3
O 2.974 3.487 -0.946 -0.7 -0.7 0.9
H 2.726 1.340 2.536 -0.1 -0.4 -0.8
H 2.426 -0.408 -0.785 -1.7 -0.2 0.3
H 3.458 -2.372 1.402 -0.1 -0.1 -0.1
H 2.897 -4.776 1.911 0.0 0.3 -0.2
H 0.730 -5.696 1.208 -0.1 0.3 0.3
H -1.107 -4.127 0.559 0.1 0.1 -0.2
H -0.559 -1.705 0.080 0.6 -0.7 0.3
C 1.262 1.791 -4.089 0.2 0.0 0.3
C 0.716 1.428 -2.703 0.1 0.1 -0.2
C -0.265 0.278 -2.825 0.2 -0.2 0.1
N -0.736 -0.244 -1.551 -1.1 0.9 0.0
C -2.079 -0.807 -1.721 0.3 -0.1 0.0
C -2.934 -0.953 -0.455 0.1 0.1 -0.2
C -4.038 -1.961 -0.764 0.0 0.0 0.3
H 2.068 2.526 -3.971 -0.2 -0.1 -0.2
H 1.681 0.893 -4.571 -0.1 0.3 0.0
H 0.467 2.219 -4.723 0.3 -0.2 0.1
H 1.549 1.150 -2.032 -0.5 0.2 -0.3
H 0.213 2.317 -2.274 0.3 -0.5 0.0
H -1.106 0.602 -3.465 0.0 0.1 0.1
H 0.200 -0.559 -3.359 0.1 0.1 -0.1
H -0.775 0.505 -0.855 0.1 -0.2 -0.4
H -2.677 -0.222 -2.449 0.1 0.0 0.1
H -1.929 -1.786 -2.194 -0.2 -0.1 0.1
H -2.361 -1.286 0.427 -0.2 0.2 -0.4
H -3.367 0.030 -0.203 0.2 -0.4 0.0
H -4.602 -2.187 0.146 -0.1 0.0 -0.2
H -4.719 -1.561 -1.528 0.1 -0.2 0.2
H -3.596 -2.897 -1.141 -0.2 0.2 0.1
```
Positions in Å, forces in eV/Å.

Results
LUMO level	2.94	eV
charge	-1
electronic energy	-4085.06611	a.u.
energy relative to the best compared isomer or geometry (same formula, charge and spin)	188.9	kJ/mol

(2)
The following is a quantum chemistry calculation of 13 unconnected molecules or ions with the total composition C31H41F9N2O31 in a non-equilibrium geometry, from OMol25.

```
114
Properties=species:S:1:pos:R:3:forces:R:3
N 3.884 -0.772 -2.751 0.7 0.8 0.1
H 3.555 -1.071 -3.658 -0.4 0.7 -0.7
H 4.884 -0.807 -2.616 0.2 -0.8 0.1
H 3.307 -1.263 -2.083 -0.3 -1.3 1.7
H 3.646 0.172 -2.479 -0.8 0.7 -0.9
N 0.087 0.905 -0.325 -1.6 0.5 1.0
H 0.347 0.713 -1.282 0.7 -0.3 -1.5
H -0.696 1.542 -0.340 0.0 0.7 -0.1
H 0.879 1.325 0.140 0.2 -0.1 0.5
H -0.351 0.105 0.109 1.0 -0.7 0.4
C -0.007 1.058 -4.743 0.3 0.8 0.4
C 0.950 0.416 -3.777 0.9 -2.6 -0.2
O 1.179 0.903 -2.631 0.0 0.4 -0.6
O 1.518 -0.642 -4.219 -0.4 1.1 0.6
H 0.662 1.757 -5.244 -0.2 0.1 -0.6
H -0.735 1.695 -4.240 -0.2 -0.2 0.0
H -0.439 0.342 -5.442 0.1 0.2 0.1
C 3.093 -1.003 1.591 0.1 0.3 0.8
C 2.157 -1.507 0.536 -0.2 0.1 -2.4
O 0.937 -1.560 0.755 -0.8 0.2 1.1
O 2.626 -1.840 -0.607 0.6 0.0 0.5
H 3.613 -1.865 2.009 0.1 0.1 0.1
H 2.528 -0.495 2.372 -0.1 -0.3 0.2
H 3.829 -0.260 1.285 0.1 -0.3 -0.6
C 2.662 3.148 4.112 0.5 1.0 0.4
C 1.969 4.421 3.745 -0.5 1.8 -0.1
O 1.810 4.361 2.350 -1.4 1.5 1.2
C 2.337 3.241 1.919 -0.7 -1.0 -4.0
O 2.148 2.820 0.799 0.5 0.4 1.0
O 3.069 2.668 2.808 1.1 -1.7 3.0
F 2.793 5.508 4.029 0.0 -0.4 -0.2
H 2.093 2.464 4.742 -0.1 -0.4 -0.7
H 3.451 3.571 4.733 0.8 -0.9 -0.3
H 1.046 4.705 4.251 -0.2 -0.5 -0.2
C 5.946 4.046 -2.576 0.4 1.2 2.1
C 4.511 4.404 -2.673 -0.2 4.4 -2.9
O 4.226 3.933 -3.976 -1.1 -1.5 -1.0
C 4.920 2.779 -4.153 -0.2 -0.8 -0.9
O 4.749 1.904 -5.001 0.8 2.8 3.1
O 5.857 2.833 -3.127 0.3 -6.4 -2.2
F 4.425 5.811 -2.884 -0.4 -1.4 1.3
H 6.215 4.002 -1.520 0.4 -0.2 -0.1
H 6.734 4.491 -3.183 -0.6 1.7 0.4
H 3.743 4.023 -2.000 0.3 0.3 0.4
C -3.335 -3.318 0.661 0.5 -0.8 -1.7
C -3.309 -2.321 1.730 -2.8 -1.3 0.5
O -3.251 -1.148 1.053 0.1 2.7 1.6
C -2.673 -1.309 -0.142 1.2 3.2 -1.9
O -2.252 -0.346 -0.818 -1.4 -3.2 1.8
O -2.680 -2.568 -0.427 0.1 -1.9 -0.7
F -2.274 -2.607 2.505 2.5 0.6 1.2
H -4.316 -3.628 0.301 0.1 0.0 0.1
H -2.704 -4.139 1.003 -0.1 -0.2 -0.7
H -4.150 -2.411 2.417 -0.5 0.7 -0.4
C -4.496 2.120 -3.166 0.5 0.1 0.2
C -4.647 0.559 -3.072 1.6 3.9 -2.0
O -5.318 0.368 -4.342 0.3 -1.1 1.9
C -5.985 1.487 -4.708 -1.9 0.7 -2.3
O -6.740 1.475 -5.679 2.2 0.7 3.2
O -5.637 2.560 -3.875 -1.5 -2.0 -1.7
F -5.345 0.394 -1.963 -1.9 -1.5 1.0
H -3.691 2.512 -3.787 0.7 -0.5 0.5
H -4.545 2.571 -2.175 0.3 -0.1 -0.1
H -3.692 0.048 -2.944 -0.3 -0.4 -0.7
C -3.870 1.649 4.388 -3.2 0.2 -0.8
C -3.136 0.544 4.976 0.8 1.6 2.1
O -1.922 0.671 4.345 2.3 -0.7 -0.3
C -2.086 1.333 3.193 1.7 -0.2 -4.7
O -1.272 1.504 2.279 -1.5 -0.4 3.3
O -3.368 1.667 3.032 -0.6 1.0 1.5
F -3.709 -0.640 4.747 -0.2 -0.9 -0.2
H -3.880 2.611 4.899 0.9 0.1 -0.2
H -4.910 1.332 4.474 -0.3 0.2 -0.9
H -2.999 0.748 6.038 0.1 -0.8 0.2
C 1.038 -4.427 1.219 0.5 0.2 2.1
C 2.099 -5.038 0.350 -1.1 -0.7 1.0
O 1.887 -6.437 0.542 -0.1 -0.5 0.2
C 0.937 -6.684 1.542 -3.3 -0.8 -2.1
O 0.270 -7.702 1.702 3.1 1.7 0.0
O 0.484 -5.512 1.994 0.1 0.4 -0.2
F 3.343 -4.742 0.824 0.1 0.1 -0.5
H 0.295 -3.841 0.678 0.0 -0.3 0.3
H 1.562 -3.854 1.984 -0.2 0.7 -0.3
H 1.900 -4.653 -0.650 1.1 -0.8 -0.3
C -0.981 -2.376 5.191 -0.2 0.0 0.1
C 0.295 -1.893 4.413 -3.5 -0.8 0.8
O 1.103 -2.949 4.545 2.0 -1.1 -1.4
C 0.507 -4.081 4.906 -0.3 -1.5 -0.3
O 1.087 -5.121 4.805 -1.3 0.6 0.9
O -0.800 -3.817 5.306 1.0 0.5 -0.9
F 0.910 -0.933 5.033 1.2 3.3 1.4
H -1.864 -2.031 4.653 0.0 -1.0 -0.1
H -1.137 -2.024 6.210 0.7 0.4 0.1
H 0.007 -1.576 3.411 0.6 -0.3 -0.4
C -2.294 5.238 -0.488 -2.0 3.1 1.4
C -1.660 4.134 0.204 0.2 -2.3 -2.1
O -0.403 4.001 -0.484 -0.7 0.5 0.5
C -0.370 4.888 -1.541 4.0 2.1 -0.9
O 0.667 5.144 -2.189 -4.6 -1.5 2.2
O -1.525 5.621 -1.540 2.8 -0.5 -2.3
F -2.404 3.021 -0.170 0.3 -0.7 0.9
H -2.268 6.017 0.274 -0.3 0.8 -0.2
H -3.307 5.202 -0.890 -0.2 -0.9 0.7
H -1.609 4.242 1.288 0.4 -0.6 -0.2
C -0.591 -3.452 -3.638 1.2 -0.3 -1.9
C 0.388 -3.881 -2.601 -1.2 1.3 -1.6
O 0.617 -5.211 -2.913 1.1 -0.8 0.3
C -0.353 -5.735 -3.721 -0.1 -1.2 -1.7
O -0.326 -6.881 -4.166 -0.6 3.7 1.6
O -1.244 -4.710 -4.021 0.9 -0.3 0.2
F -0.297 -3.764 -1.493 -1.3 -0.7 4.2
H 0.111 -3.102 -4.394 -0.7 0.0 -1.1
H -1.243 -2.615 -3.387 -0.3 -0.7 0.2
H 1.202 -3.165 -2.484 0.9 -0.8 -0.4
```
Positions in Å, forces in eV/Å.

Results
LUMO level	-0.91	eV
electronic energy	-4546.59456	a.u.
energy relative to the best compared isomer or geometry (same formula, charge and spin)	26.1	kJ/mol

Which value of electronic energy does entry 2 give?
-4546.59456 a.u.

Repeat the first record exactly.
The following is a quantum chemistry calculation of a molecular structure, C21H22Co2NO6 in a non-equilibrium geometry, from OMol25.

```
52
Properties=species:S:1:pos:R:3:forces:R:3
O -0.982 4.447 3.722 0.5 -0.5 -0.2
C -0.458 3.447 3.483 -1.3 0.9 0.6
Co 0.314 1.914 3.185 -0.2 1.0 0.5
C 1.194 2.113 4.699 1.8 -0.1 0.1
O 1.853 2.254 5.636 -0.8 -0.1 -0.4
C -0.791 0.551 3.345 -0.9 -1.6 -1.2
O -1.485 -0.371 3.286 0.6 0.9 0.5
C 1.748 1.311 2.037 0.2 -2.2 2.9
C 1.528 0.643 0.837 1.7 -2.9 0.4
C 1.790 -0.501 0.145 1.0 1.2 0.0
C 1.510 -1.891 0.616 0.1 -1.0 0.6
C 2.474 -2.771 1.168 -0.4 0.4 -0.1
C 2.168 -4.106 1.453 -0.1 0.1 -0.3
C 0.913 -4.621 1.136 -0.2 0.2 -0.1
C -0.093 -3.758 0.687 0.5 0.4 0.2
C 0.197 -2.405 0.457 0.4 0.2 -0.1
Co 0.957 2.408 0.839 0.5 4.6 -1.6
C 0.620 4.140 1.008 0.2 1.7 0.7
O 0.500 5.289 1.061 -0.1 -1.3 -0.3
C -0.762 2.051 0.979 -2.8 -1.3 -1.6
O -1.899 1.837 0.801 1.3 0.5 0.8
C 2.189 2.999 -0.242 0.6 0.3 -1.3
O 2.974 3.487 -0.946 -0.7 -0.7 0.9
H 2.726 1.340 2.536 -0.1 -0.4 -0.8
H 2.426 -0.408 -0.785 -1.7 -0.2 0.3
H 3.458 -2.372 1.402 -0.1 -0.1 -0.1
H 2.897 -4.776 1.911 0.0 0.3 -0.2
H 0.730 -5.696 1.208 -0.1 0.3 0.3
H -1.107 -4.127 0.559 0.1 0.1 -0.2
H -0.559 -1.705 0.080 0.6 -0.7 0.3
C 1.262 1.791 -4.089 0.2 0.0 0.3
C 0.716 1.428 -2.703 0.1 0.1 -0.2
C -0.265 0.278 -2.825 0.2 -0.2 0.1
N -0.736 -0.244 -1.551 -1.1 0.9 0.0
C -2.079 -0.807 -1.721 0.3 -0.1 0.0
C -2.934 -0.953 -0.455 0.1 0.1 -0.2
C -4.038 -1.961 -0.764 0.0 0.0 0.3
H 2.068 2.526 -3.971 -0.2 -0.1 -0.2
H 1.681 0.893 -4.571 -0.1 0.3 0.0
H 0.467 2.219 -4.723 0.3 -0.2 0.1
H 1.549 1.150 -2.032 -0.5 0.2 -0.3
H 0.213 2.317 -2.274 0.3 -0.5 0.0
H -1.106 0.602 -3.465 0.0 0.1 0.1
H 0.200 -0.559 -3.359 0.1 0.1 -0.1
H -0.775 0.505 -0.855 0.1 -0.2 -0.4
H -2.677 -0.222 -2.449 0.1 0.0 0.1
H -1.929 -1.786 -2.194 -0.2 -0.1 0.1
H -2.361 -1.286 0.427 -0.2 0.2 -0.4
H -3.367 0.030 -0.203 0.2 -0.4 0.0
H -4.602 -2.187 0.146 -0.1 0.0 -0.2
H -4.719 -1.561 -1.528 0.1 -0.2 0.2
H -3.596 -2.897 -1.141 -0.2 0.2 0.1
```
Positions in Å, forces in eV/Å.

Results
LUMO level	2.94	eV
charge	-1
electronic energy	-4085.06611	a.u.
energy relative to the best compared isomer or geometry (same formula, charge and spin)	188.9	kJ/mol

electronic energy of number 1 (C21H22Co2NO6)?
-4085.06611 a.u.

The lowest energy relative to the best compared isomer or geometry (same formula, charge and spin) belongs to which entry?
C31H41F9N2O31